C19H18Cl4 | ωB97M-V/def2-TZVPD

Geometry as XYZ:
```
41
Properties=species:S:1:pos:R:3:forces:R:3
C -1.944 1.732 2.620 0.548 -0.438 0.026
Cl -0.399 0.801 2.867 1.577 -1.026 0.771
Cl -3.245 0.553 2.472 -1.675 -1.284 -0.272
Cl -2.305 2.833 3.975 -0.334 1.310 1.582
Cl -1.643 2.613 1.049 -0.182 1.419 -2.064
C 1.432 -1.798 -2.215 0.275 -0.494 0.716
C 1.815 -0.564 -2.693 -0.177 0.544 0.510
C 1.407 0.557 -1.977 0.340 0.193 -0.921
C 0.630 0.466 -0.846 -0.237 0.520 0.681
C 0.206 -0.753 -0.365 0.218 -1.765 -1.285
C 0.632 -1.904 -1.077 -0.339 0.781 0.110
H 1.877 -2.700 -2.608 -0.278 -0.172 -0.414
H 2.428 -0.434 -3.572 0.085 -0.152 -0.076
H 1.692 1.527 -2.357 0.030 0.207 0.136
H 0.348 1.365 -0.317 -0.083 0.100 -0.001
H -0.492 -0.874 0.450 0.211 0.287 0.217
H 0.300 -2.893 -0.795 -0.001 -0.065 0.323
C -1.350 -4.671 2.673 0.153 -0.179 -0.350
C -1.881 -5.651 1.812 0.583 -0.581 2.271
C -2.776 -5.326 0.852 0.195 2.004 -0.671
C -2.874 -3.932 0.576 -1.357 -1.244 -0.622
C -2.288 -2.942 1.328 -0.557 -0.414 0.228
C -1.599 -3.338 2.468 0.715 0.559 -0.377
H -0.714 -4.925 3.508 -0.004 -0.362 0.026
H -1.679 -6.671 2.104 -0.036 -0.298 -0.238
H -3.371 -6.060 0.328 0.147 0.028 -0.233
H -3.575 -3.675 -0.204 0.086 0.331 -0.256
H -2.500 -1.908 1.100 0.174 0.101 0.060
H -1.151 -2.596 3.111 -0.102 0.115 0.158
C 2.339 4.321 -2.514 1.056 -0.352 0.430
C 1.007 4.487 -2.220 0.147 0.139 0.257
C 0.604 4.489 -0.891 -0.382 -0.700 0.980
C 1.484 4.208 0.180 -0.383 0.832 -2.076
C 2.808 4.010 -0.189 0.259 -0.462 1.626
C 3.251 4.027 -1.482 -0.583 0.856 -1.463
H 2.707 4.431 -3.524 -0.043 -0.184 -0.182
H 0.305 4.611 -3.031 -0.209 0.194 0.094
H -0.449 4.600 -0.674 -0.113 0.109 0.090
H 1.144 4.237 1.204 0.006 -0.218 -0.027
H 3.522 3.814 0.597 0.181 -0.062 0.122
H 4.299 3.934 -1.726 0.090 -0.180 0.115
```
Positions in Å, forces in eV/Å.

## Properties
E, a.u.: -2575.5372
HOMO-LUMO gap (alpha / beta), eV: 3.60 / 9.26
Highest occupied orbital energy (alpha / beta), eV: -0.68 / -6.38
Total charge: -1
LUMO energy (alpha / beta), eV: 2.914 / 2.883
2S+1: 2